2 unconnected molecules or ions with the total composition C5H9FSi. Source: the OMol25 dataset; level of theory: ωB97M-V/def2-TZVPD.

XYZ file:
```
16
Properties=species:S:1:pos:R:3:forces:R:3:nbo_charge:R:1
Si 1.58957 -1.32791 -0.60559 -0.32 1.13 1.87 1.08
F 1.16506 -3.53703 1.04600 0.12 1.15 0.00 -0.38
C 1.30405 -2.14699 0.94029 -1.31 -0.64 -1.29 -0.40
C -2.79455 0.56164 -0.26852 -1.44 -1.65 0.59 -0.38
C -2.89224 0.91436 1.01697 2.40 2.77 -3.68 -0.37
C 1.94045 0.49156 -0.20195 -0.58 -3.02 1.81 -0.62
C 2.25339 1.40667 -1.05459 0.06 1.29 -1.26 -0.36
H 0.62743 -1.61923 1.66698 1.32 -0.41 -0.28 0.20
H 1.56071 -1.67069 -2.04066 0.43 -0.37 0.18 -0.14
H 2.38239 2.42070 -0.70451 0.32 0.22 -0.47 0.20
H -2.47488 1.81165 1.44691 0.05 0.33 -0.24 0.19
H -2.41597 1.02241 -1.15263 0.45 1.02 0.06 0.20
H -3.21615 0.26035 1.67731 -1.92 -3.01 2.95 0.18
H 1.95924 0.69857 0.87113 -0.23 0.07 -0.19 0.22
H 2.28890 1.11677 -2.09332 0.15 0.61 -0.37 0.19
H -3.27740 -0.40283 -0.54380 0.48 0.53 0.31 0.18
```
Forces are in eV/Å.

The value obtained for the relative energy (zero: lowest compared OMol25 entry of this formula, charge and spin) is 493.5 kJ/mol. The largest force on an atom is 5.19 eV/Å. The HOMO-LUMO gap is 7.994 eV. As for the SMILES: C=C/[SiH]=C/F.C=C. For the lowest unoccupied orbital energy, the calculation gives -0.05 eV.

=====

A molecular structure, C40H51B2Cl3F4MoN7OPS3Se. Source: the OMol25 dataset; level of theory: ωB97M-V/def2-TZVPD.

XYZ file:
```
114
Properties=species:S:1:pos:R:3:forces:R:3:mulliken_charge:R:1
Mo 0.14929 0.19482 -1.49511 -0.39 0.29 0.16 0.08
Se 0.91716 1.24820 -3.56352 -0.15 -0.36 -0.03 0.09
Cl -0.91334 -3.26581 0.38891 0.04 0.00 0.02 0.22
Cl -3.11653 -0.60022 -3.72770 0.02 -0.02 0.03 -0.06
Cl -5.00165 -5.43504 -2.35585 0.00 0.00 -0.01 -0.23
S 1.91480 1.72099 -0.64935 -0.21 0.07 0.12 -0.35
S 1.53803 -1.77160 2.70402 -0.01 0.03 0.00 -0.26
S -1.60265 1.92630 -1.31549 0.16 -0.07 -0.06 0.72
P 1.92124 -1.70037 -1.93738 0.05 0.04 0.05 2.66
F -1.26849 -2.13369 -6.28082 -0.02 0.01 0.04 -0.37
F 1.02510 -2.01244 -6.11746 -0.02 -0.08 0.00 -0.39
F -0.10974 -3.79436 -5.17168 0.00 0.04 -0.02 -0.38
F -0.25649 -1.69039 -4.26244 -0.13 0.04 0.06 0.34
O -1.12511 -1.13535 -1.61727 0.36 0.08 -0.04 -0.65
N -0.81210 -0.46737 2.44658 -0.01 0.03 -0.04 0.70
N 1.04393 1.23098 1.92410 0.01 -0.03 -0.02 0.64
N -2.82528 2.81597 -5.95587 0.01 -0.03 0.00 -0.64
N -1.34976 1.73015 1.41677 0.08 0.08 -0.06 0.45
N -1.02423 -2.34579 3.56812 -0.03 -0.05 -0.12 1.10
N -2.72628 3.30391 0.77696 0.00 -0.02 0.00 0.50
N 2.95192 2.28418 1.84056 0.06 -0.10 0.00 0.72
C 3.79691 4.18788 0.50830 0.02 0.04 0.02 -1.61
C -0.63073 1.92424 -4.48565 0.07 0.09 0.02 0.30
C -2.94487 -4.24251 -1.09504 0.07 0.02 0.04 -0.95
C 3.20041 -2.17787 -0.71553 0.06 -0.05 -0.03 0.05
C 3.69201 -1.29516 0.23644 -0.05 0.01 0.03 0.33
C -1.19711 3.16519 -4.22992 0.06 0.06 -0.01 -0.23
C -1.90233 2.31488 0.33403 -0.09 0.01 0.02 -0.59
C 2.61707 2.11651 3.17659 -0.03 0.08 -0.02 -0.52
C 4.70027 -1.67894 1.10976 -0.01 0.00 0.02 -0.26
C 3.75512 -3.45846 -0.78202 0.00 0.00 0.02 -0.82
C -0.84255 -3.62303 4.32488 0.03 0.04 0.06 1.11
C -0.71975 -3.26187 5.80477 0.04 -0.01 0.00 -1.66
C 5.05586 1.99017 0.57288 0.00 0.01 -0.03 -1.22
C 4.98327 3.47201 2.56067 0.01 -0.02 0.01 -2.25
C -2.15875 -0.63540 2.75270 0.00 0.03 0.03 -1.01
C -2.28998 3.55633 -4.98712 -0.01 -0.01 -0.03 -0.45
C -1.14703 1.15295 -5.51502 -0.09 0.08 0.00 -0.70
C -3.21885 5.67367 0.44757 -0.01 0.00 0.00 -1.60
C -1.79910 2.38241 2.55133 0.00 0.01 0.03 -1.04
C 2.94596 -1.35903 -3.40146 -0.02 0.00 -0.01 -1.56
C 4.76151 -3.84433 0.08857 0.00 0.01 0.01 -0.84
C -2.24742 1.64249 -6.20947 0.05 0.04 0.04 -0.33
C -3.86234 -4.14855 -2.12424 -0.05 -0.02 -0.02 0.21
C -3.00377 -2.01576 -2.76703 -0.01 -0.06 0.08 0.61
C -2.65007 3.34145 2.16310 0.00 0.01 -0.01 -0.88
C -3.65985 4.25572 0.07949 -0.01 0.00 0.00 1.36
C -2.03907 -3.21178 -0.91936 -0.05 0.01 -0.04 0.53
C -3.67326 4.13399 -1.43937 0.01 0.03 0.02 -2.24
C -2.28110 -1.76562 3.45693 -0.02 -0.04 -0.03 -0.95
C 0.37558 -4.43140 3.88421 -0.03 -0.03 -0.03 -1.81
C -2.02722 -2.10579 -1.76773 -0.08 0.11 -0.06 -1.04
C 1.97177 1.72073 1.09356 0.06 0.00 -0.07 -0.38
C -2.08162 -4.49487 4.08649 -0.02 0.01 0.03 -1.66
C 5.23690 -2.95347 1.04107 0.00 0.00 0.00 -1.03
C 1.15581 -3.30657 -2.33072 0.04 0.00 -0.01 -1.59
C -3.91078 -3.04288 -2.95539 0.02 -0.01 0.01 -0.73
C 1.43980 1.46740 3.21888 0.00 -0.01 0.04 -1.49
C 4.19065 2.97616 1.35309 -0.02 0.04 0.01 1.25
C -0.11085 -1.54920 2.93116 0.06 0.02 0.07 -0.39
C -5.06944 3.96392 0.59892 0.00 0.01 0.00 -1.63
B -0.16004 -2.43293 -5.48646 0.14 0.04 -0.10 0.44
B -0.29154 0.60520 1.50034 -0.10 -0.03 -0.06 0.92
H -5.35834 2.93993 0.35932 0.00 0.00 0.00 0.35
H -3.97862 3.14848 -1.78163 0.00 -0.01 0.00 0.48
H -0.79747 3.82024 -3.46705 0.00 -0.04 0.01 0.59
H -5.15434 4.10731 1.67607 0.00 -0.01 0.00 0.39
H 5.17167 -4.84395 0.02379 0.00 0.00 0.00 0.44
H -3.16322 -2.20951 3.87490 0.00 -0.01 -0.01 0.53
H 3.24198 2.45860 3.97681 0.00 -0.02 0.01 0.61
H 1.31042 -3.93340 4.11096 -0.01 -0.01 0.01 0.47
H -3.20947 4.04544 2.74867 0.00 -0.01 0.00 0.66
H 5.85053 4.01501 2.18828 0.01 -0.01 0.00 0.46
H 3.47816 -0.41554 -3.27193 0.00 0.00 -0.01 0.33
H -2.19412 5.85029 0.11860 0.00 0.00 0.00 0.35
H 3.40021 -4.17063 -1.51464 0.00 0.00 -0.01 0.37
H -2.68256 1.04176 -7.00012 -0.01 0.03 -0.01 0.43
H 0.19051 -2.68575 5.97785 -0.01 0.01 -0.01 0.30
H -3.27856 5.86468 1.51892 0.01 0.00 0.00 0.40
H 3.26349 -0.30856 0.31901 0.02 -0.03 -0.02 -0.25
H 3.16601 4.86507 1.08725 0.00 -0.01 0.00 0.38
H -4.40233 4.86117 -1.80038 0.00 -0.01 0.00 0.65
H 4.70283 4.72517 0.22540 -0.01 0.00 -0.01 0.49
H 5.34788 2.64953 3.17760 -0.02 0.00 0.01 0.45
H -2.91804 0.05739 2.44100 0.01 -0.02 0.00 0.64
H 0.33626 -5.37994 4.42302 0.00 -0.01 -0.01 0.55
H 6.01691 -3.25538 1.72832 0.00 0.00 0.00 0.38
H -0.67368 -4.17036 6.40732 0.01 0.01 0.00 0.46
H 1.08049 -3.90575 -1.42745 -0.02 -0.01 0.04 0.48
H -1.88247 -5.49410 4.47092 0.00 0.00 0.01 0.47
H -2.75720 4.51930 -4.80386 -0.01 0.00 -0.01 0.39
H 0.18190 -3.16015 -2.78068 -0.02 0.01 0.00 -0.04
H 2.30724 -1.30870 -4.28499 0.03 -0.02 0.01 0.32
H -0.73956 0.18481 -5.76274 0.02 -0.08 0.01 0.42
H -5.77528 4.64008 0.11675 0.00 0.00 0.00 0.45
H -2.92896 -5.09988 -0.43838 0.00 0.00 0.00 0.50
H -3.86891 6.39072 -0.05352 0.00 0.00 0.00 0.45
H 0.35445 -4.64215 2.81475 0.00 0.01 0.00 0.28
H 5.04868 -0.98635 1.86653 0.00 -0.02 0.00 0.39
H 5.30565 1.12804 1.19173 0.01 0.03 -0.01 0.12
H 4.40340 4.15981 3.17704 0.00 0.01 -0.01 0.50
H -4.64531 -2.97199 -3.74378 0.00 -0.01 0.00 0.51
H -0.12749 0.11554 0.38629 0.12 -0.25 -0.05 0.31
H -2.70878 4.37398 -1.87967 0.01 -0.02 -0.01 0.40
H 3.67205 -2.16520 -3.51338 0.00 -0.01 -0.01 0.51
H 0.87504 1.10737 4.06002 0.01 -0.01 -0.01 0.65
H 4.56453 1.63958 -0.33213 0.00 0.00 0.01 0.23
H 1.76194 -3.82430 -3.07454 0.01 0.00 0.01 0.63
H -2.29932 -4.57450 3.02055 0.01 -0.01 0.00 0.29
H -1.48714 2.08961 3.53802 0.00 0.01 -0.01 0.65
H 3.27048 3.90795 -0.40013 0.00 0.00 0.01 0.33
H -1.57741 -2.67330 6.13640 0.00 -0.01 0.00 0.33
H -2.96728 -4.12441 4.60298 0.00 0.01 -0.01 0.42
H 5.98385 2.48603 0.28573 0.00 0.00 0.00 0.56
```
Forces are in eV/Å.

The value obtained for the relative energy (zero: lowest compared OMol25 entry of this formula, charge and spin) is 0.0 kJ/mol. The largest force on an atom is 0.51 eV/Å. The HOMO-LUMO gap (alpha / beta) is 6.290 / 6.315 eV. For the lowest unoccupied orbital energy (alpha / beta), the calculation gives -1.40 / -1.38 eV.

=====

A molecular structure, C35H49AsN3O6S2Si2W. Source: the OMol25 dataset; level of theory: ωB97M-V/def2-TZVPD.

XYZ file:
```
99
Properties=species:S:1:pos:R:3:forces:R:3:mulliken_charge:R:1
W -0.28456 0.56262 0.04280 -0.75 -2.07 2.21 0.51
As -1.84917 2.37305 -2.46160 -0.04 1.30 -0.54 1.46
S -1.20196 -1.22110 -2.79518 0.14 0.17 0.69 1.13
S 1.14027 1.10808 -1.99264 1.14 1.41 -0.96 -1.02
Si 1.99729 -0.98417 2.65324 0.04 -0.69 -0.06 0.70
Si 3.00551 1.50826 0.95734 0.23 -0.14 0.42 0.85
O 0.20117 -1.43927 -3.12888 0.04 -0.18 -0.20 -0.95
O -1.36374 -0.34891 -1.57816 -0.03 -1.35 -1.38 -0.15
O -1.23022 2.05896 -0.91891 -0.40 0.16 -0.58 0.28
O -0.61598 3.44916 -3.17300 -0.09 -0.22 -0.12 -0.76
O -1.98132 -2.42523 -2.76392 -0.07 -0.04 0.11 -0.64
O -3.18709 3.28787 -2.38515 -0.34 -0.16 0.01 -0.87
N 2.82863 -0.63132 -3.01374 0.51 0.73 -1.38 0.41
N -1.29302 -0.57551 1.05098 0.39 1.18 -1.30 1.41
N -0.00576 2.17965 1.24794 0.65 0.62 2.01 0.77
C -2.43567 -1.32708 0.87522 -1.14 -0.92 0.18 0.34
C 0.09541 3.12444 3.86202 0.29 -0.56 -0.50 -0.85
C -4.17604 0.45533 1.90619 0.24 -0.05 0.24 0.81
C -0.55235 3.38116 1.56849 0.00 -0.51 -0.68 -0.78
C -3.15500 1.12157 -6.15486 0.04 -0.10 -0.09 -0.65
C 4.26245 0.46725 -0.01801 -0.12 0.17 -0.04 -0.98
C 2.65279 3.19390 0.13201 -0.20 -0.30 -0.01 -0.86
C 4.62362 1.25125 -3.93911 -0.84 -0.17 0.35 -0.50
C 0.71523 1.49334 2.21126 0.24 0.02 -1.46 -1.58
C 3.87613 -1.01868 -3.79131 -0.26 -0.20 0.57 -0.42
C -2.12357 1.13342 -3.97406 0.11 -0.21 0.47 0.02
C -4.78961 -2.79249 0.17924 -0.05 -0.08 0.04 -1.26
C -0.49570 3.87900 2.84109 -0.03 0.16 0.30 -1.05
C 3.51475 1.64260 -3.22112 1.14 0.40 -0.63 -0.58
C -1.15722 -3.61228 0.25789 0.08 0.12 0.24 0.85
C -1.90412 -0.23153 -4.08765 -0.12 0.29 0.12 0.31
C -2.74686 1.80543 -5.02571 0.05 0.11 0.09 -1.05
C 2.60172 0.69350 -2.77531 -1.63 -1.18 1.17 0.43
C -4.46013 0.08249 3.36783 -0.12 -0.05 -0.06 -1.57
C 0.26645 -3.08037 0.17105 -0.31 -0.27 -0.03 -0.83
C 0.45153 -1.68274 3.50479 0.13 0.15 -0.12 -0.73
C -2.93725 -0.24919 -6.25923 0.05 0.17 0.01 -0.63
C -3.27691 1.67548 1.87635 -0.04 -0.07 -0.11 -1.45
C 0.70032 1.91643 3.52801 -0.51 0.37 0.98 -0.49
C -3.75887 -0.81697 1.15224 0.40 0.15 -0.15 0.12
C -3.53707 -3.33433 0.00807 -0.14 -0.08 -0.03 -0.91
C -4.87443 -1.55624 0.78241 -0.07 -0.04 -0.05 -1.11
C -2.37252 -2.67309 0.37210 0.37 0.40 0.17 0.66
C 1.51365 0.43439 1.50794 0.43 1.24 0.44 1.86
C 3.94548 2.09729 2.51231 0.05 -0.28 -0.13 -1.44
C 4.78764 -0.11622 -4.23519 0.54 0.06 -0.21 -0.74
C 2.97735 -2.33212 1.71859 -0.07 0.17 0.02 -1.44
C -1.20799 -4.58069 1.45120 -0.17 -0.11 -0.13 -1.70
C -2.30937 -0.91755 -5.22752 0.10 -0.19 0.01 -0.93
C 3.18642 -0.71674 4.13643 -0.05 0.34 -0.28 -1.49
H 2.87311 0.04470 4.85326 0.01 0.01 0.01 0.41
H 0.24214 3.00469 -3.09975 0.03 0.00 0.10 0.40
H 0.30074 -1.22345 4.48492 0.06 0.05 0.02 0.38
H -5.22039 -0.69917 3.42545 0.04 -0.02 0.07 0.44
H -1.33637 -4.19594 -0.64890 -0.01 0.03 -0.03 0.57
H 4.96222 -0.01094 0.67072 -0.03 -0.03 0.05 0.44
H -4.81637 0.95536 3.92139 0.01 0.01 0.03 0.44
H -3.55250 -0.28567 3.85195 0.02 0.00 -0.02 0.22
H -5.67982 -3.33215 -0.11953 0.00 0.01 -0.03 0.38
H 3.79001 -0.31588 -0.61078 -0.03 -0.01 0.06 -0.02
H -2.14292 -1.98647 -5.26240 -0.06 0.00 -0.05 0.47
H -2.98916 1.91336 0.85862 0.23 0.12 -0.13 0.05
H 4.84612 1.09550 -0.69670 0.03 0.01 0.03 0.40
H 0.14487 3.49797 4.87577 -0.03 0.01 0.02 0.46
H 2.71820 3.99334 0.87395 0.07 -0.06 0.08 0.36
H 1.98062 -1.21167 -2.97322 -0.13 -0.16 0.52 0.40
H 4.74868 2.79184 2.25105 -0.03 0.03 -0.10 0.41
H 3.26811 2.61490 3.19345 -0.01 0.06 0.01 0.34
H -2.39726 1.50261 2.48862 0.25 0.07 -0.03 0.06
H 3.95070 -2.07944 -3.98112 -0.04 0.00 -0.10 0.47
H -5.85310 -1.13174 0.98426 0.01 0.01 -0.04 0.39
H 0.53166 -2.54950 1.07568 0.03 0.08 -0.05 -0.59
H -1.02178 -4.04168 2.38146 0.00 0.00 0.03 0.28
H -1.02362 3.91041 0.75100 -0.07 -0.04 -0.01 0.43
H 4.39305 1.26768 3.06069 0.02 0.17 -0.05 0.28
H 4.19288 -0.46122 3.79976 -0.03 -0.11 0.08 0.38
H 3.25710 -1.66629 4.67362 -0.11 -0.07 -0.06 0.37
H 5.62824 -0.44904 -4.82699 -0.02 -0.07 0.04 0.39
H 1.66845 3.24856 -0.32096 -0.03 0.04 -0.10 0.12
H 0.53250 -2.76127 3.65774 0.07 -0.01 0.00 0.40
H 3.38465 3.40278 -0.65341 0.08 -0.05 0.06 0.38
H 1.21916 1.33760 4.28058 -0.01 0.00 -0.01 0.23
H 0.94698 -3.93091 0.05068 -0.03 -0.01 0.08 0.71
H -2.18766 -5.05640 1.52121 0.02 -0.01 0.08 0.45
H -5.12815 0.76359 1.46172 0.04 -0.08 -0.02 0.60
H 3.32371 2.68433 -3.01157 -0.08 -0.03 0.10 0.47
H 2.58601 -3.32249 1.96203 0.01 0.02 0.00 0.52
H -0.91769 4.85197 3.05277 -0.03 -0.01 -0.06 0.46
H -2.93072 2.86639 -4.91370 -0.07 -0.02 -0.05 0.45
H -3.81205 2.53952 2.28141 -0.03 -0.05 0.06 0.51
H -3.65960 1.65146 -6.95267 0.01 0.03 0.00 0.37
H 5.33575 1.98535 -4.28752 0.04 0.00 -0.03 0.46
H -3.44661 -4.32666 -0.42170 0.03 0.02 -0.03 0.47
H -0.45421 -5.36530 1.33909 0.04 0.02 0.05 0.44
H -0.43170 -1.47894 2.90094 -0.04 -0.05 0.01 -0.15
H 2.94738 -2.22159 0.63412 -0.11 0.01 0.00 0.16
H 4.02601 -2.30717 2.02538 0.02 0.04 0.02 0.34
H -3.26750 -0.78822 -7.13749 0.00 -0.03 0.00 0.38
H 0.40983 -2.43679 -0.67966 0.09 0.40 -0.24 -0.31
```
Forces are in eV/Å.

The value obtained for the relative energy (zero: lowest compared OMol25 entry of this formula, charge and spin) is 281.2 kJ/mol. The largest force on an atom is 3.12 eV/Å. As for the charge: -1. The HOMO-LUMO gap (alpha / beta) is 4.748 / 4.194 eV. For the lowest unoccupied orbital energy (alpha / beta), the calculation gives 1.41 / 1.41 eV.